# 1
Molecular formula: C2H4N4O2
Method: DFT, ωB97M-V/def2-TZVPD

Output
E_HOMO in hartree: -0.33121
ΔE to the lowest compared entry with this formula, charge and spin in kJ/mol: 490.0
Net charge: 0
Orbital gap in eV: 8.42

Structure (XYZ):
```
12
Properties=species:S:1:pos:R:3:forces:R:3
N -1.203 -0.206 1.785 3.0 -3.4 0.5
H -1.225 -1.184 1.259 -1.3 1.2 2.8
O -0.598 1.357 0.132 1.6 -1.3 0.6
H 0.626 -2.630 -0.887 -0.1 2.0 1.3
N 0.657 -0.024 -1.068 3.1 1.7 -5.9
H 1.275 2.357 -2.304 -4.3 -1.6 3.6
O 0.361 2.168 -1.529 5.4 8.2 -7.9
H -0.618 -0.366 2.776 -2.2 0.3 -3.3
N 0.409 -2.045 -0.025 -2.2 1.0 0.6
N -0.164 0.168 0.888 -1.4 0.5 2.0
C 0.286 1.157 -0.895 -3.3 -3.1 3.3
C 0.194 -0.751 -0.132 1.6 -5.4 2.5
```
Forces are in eV/Å.

How is the electron density shared among the atoms? According to Mulliken, the charges in e are: -0.61, 0.34, -0.31, 0.26, -0.52, 0.47, -0.51, 0.32, -0.73, 0.23, 0.64, 0.42

---

# 2
Molecular formula: C34H56N3OP2Sn
Method: DFT, ωB97M-V/def2-TZVPD

Output
E_HOMO in hartree: -0.32466
ΔE to the lowest compared entry with this formula, charge and spin in kJ/mol: 199.4
Net charge: +1
Orbital gap in eV: 6.08

Structure (XYZ):
```
97
Properties=species:S:1:pos:R:3:forces:R:3
H -2.846 3.601 0.868 0.2 -0.1 -0.2
H 1.034 5.748 1.507 -0.2 0.0 -0.3
H -3.971 -1.895 -0.852 0.0 0.3 -0.3
H -1.491 2.181 -4.851 -0.1 -0.1 0.0
C -0.633 -4.488 0.443 0.1 -0.3 0.5
C -0.862 -1.150 3.933 0.6 0.1 0.6
C -2.732 1.614 0.079 -0.1 -0.4 0.2
C -2.344 -0.477 -0.853 0.1 -0.2 0.3
C -1.674 -0.507 -4.947 0.0 -0.1 -0.5
H -0.244 -4.889 1.388 0.0 -0.1 -0.1
N -1.868 0.627 -0.233 0.0 0.4 -1.5
C -4.099 1.350 0.163 0.2 0.4 0.0
C 2.096 3.832 -0.123 -0.2 0.0 0.1
O 4.122 -0.918 -0.935 -1.5 1.0 0.9
C -2.012 -3.710 -3.951 0.0 -0.1 0.1
H -2.317 -1.372 -2.727 0.5 -0.1 0.4
H 0.923 -2.890 1.896 -0.1 0.0 -0.3
C 0.629 4.327 -0.125 -0.3 0.4 0.3
C 1.288 -0.324 3.784 -0.3 -0.4 0.4
H 0.625 0.925 -5.623 0.0 -0.2 0.0
H -0.605 2.315 -3.328 -0.4 -0.2 -0.1
C -0.745 0.305 -4.058 0.3 -0.6 0.5
H -1.222 1.346 3.078 -0.1 0.2 0.0
H 2.703 4.542 -0.706 -0.2 -0.2 0.2
H -0.722 5.642 2.721 -0.2 -0.3 0.1
C 0.611 -2.394 0.961 -0.1 0.0 -0.3
C 0.644 0.356 -4.687 0.1 0.4 -0.2
H -0.890 4.773 -1.659 0.3 -0.1 0.0
H 0.786 5.134 -2.116 -0.2 -0.3 0.2
C -3.666 -0.876 -0.618 -0.1 0.2 0.0
C 0.629 3.380 3.367 0.1 0.0 0.2
C 0.514 -3.500 -4.100 0.0 -0.4 -0.4
H -1.600 -4.006 0.653 0.4 -0.2 -0.1
H -1.844 -4.039 -4.986 -0.1 0.1 0.2
C 1.721 -3.996 -0.536 0.2 -0.2 0.0
H -2.292 1.686 -3.335 0.3 0.0 -0.1
C -1.652 2.343 3.215 0.0 -0.2 -0.1
H 0.840 -1.835 6.802 -0.1 0.1 -0.3
H 1.007 -0.661 -4.876 0.0 0.3 -0.1
H 0.522 -2.447 -4.416 -0.1 -0.4 0.3
H 0.480 3.685 4.411 0.1 -0.1 -0.1
H 2.188 -4.461 0.345 -0.1 0.0 -0.2
H -1.732 4.836 3.931 0.0 0.0 -0.2
N 0.452 0.345 -1.969 -1.0 0.0 0.3
P -0.432 3.072 0.823 -0.8 0.4 -0.3
H -2.651 2.368 2.763 0.2 0.0 0.1
H -5.606 -0.194 0.075 0.3 0.0 -0.2
C -0.636 -1.645 5.225 0.1 0.2 -0.4
H 1.374 4.057 2.924 -0.2 -0.1 0.1
H -2.405 -2.691 -3.985 0.1 -0.5 -0.1
C -1.534 -1.118 -1.995 0.3 -1.3 1.5
H 1.691 -4.743 -1.334 0.0 0.2 0.2
N 0.077 -0.487 3.241 0.0 -0.1 0.1
C -0.586 -5.359 -2.808 0.0 -0.2 -0.2
C -1.406 4.802 2.881 0.1 0.1 0.2
C 3.283 -0.336 -0.427 2.2 -1.2 -1.3
H 2.048 0.177 3.173 -0.3 -0.1 0.1
C -0.675 -3.870 -3.189 0.3 0.1 -0.2
C 0.352 -3.453 -0.120 -0.5 0.5 -0.3
H -1.261 -1.494 -5.184 -0.2 0.2 0.1
C 0.146 4.410 -1.584 0.0 0.0 0.1
H -1.837 -1.280 3.451 0.3 0.1 0.1
C 0.627 -1.460 5.800 -0.1 0.1 -0.3
H -0.284 -1.810 1.202 0.1 -0.1 -0.1
C 0.574 5.725 0.508 0.3 0.2 -0.2
P -0.614 -2.804 -1.663 -1.3 0.5 0.2
H -1.428 -5.656 -2.169 0.3 0.1 -0.2
H -1.450 -2.150 5.743 0.3 0.1 0.0
H -4.770 2.169 0.430 0.1 -0.4 -0.1
H -1.796 0.003 -5.914 0.1 0.0 0.2
C -1.331 1.705 -3.878 0.2 0.3 0.1
H -2.298 4.946 2.257 0.2 0.0 0.2
H 1.044 2.362 3.374 -0.1 0.3 -0.1
C -0.731 3.437 2.658 0.4 0.3 -0.4
H 2.207 2.838 -0.590 0.0 0.3 0.1
H 1.334 0.838 -3.988 -0.1 -0.1 -0.3
H 1.475 -3.716 -3.609 -0.3 0.1 -0.1
H 0.238 3.441 -2.095 -0.1 0.3 0.2
H 2.514 3.787 0.892 -0.1 0.0 -0.2
Sn 0.558 0.693 0.077 -0.3 -1.0 0.4
H 1.436 -1.707 0.690 -0.5 -0.4 0.1
H 0.452 -4.113 -5.013 0.2 0.1 0.1
C -0.519 -0.214 -2.582 1.0 2.1 -0.7
C -4.560 0.061 -0.104 0.3 -0.1 0.3
C 1.609 -0.791 5.065 -0.2 0.0 -0.3
H 0.358 -5.629 -2.320 -0.3 0.0 -0.1
H 1.158 6.409 -0.130 -0.2 -0.1 0.2
C -2.184 3.026 0.208 0.0 0.4 0.2
H -0.811 -5.328 -0.239 0.1 0.3 0.2
H -1.771 2.511 4.295 0.0 0.0 -0.2
H -0.453 6.113 0.560 0.3 -0.1 0.0
H -2.782 -4.363 -3.522 0.2 0.2 0.0
H -2.212 3.544 -0.767 -0.1 -0.5 0.2
H 2.386 -3.184 -0.862 -0.3 -0.2 0.0
H -2.687 -0.618 -4.548 0.1 0.0 0.0
H 2.619 -0.632 5.439 -0.3 -0.1 0.1
H -0.658 -5.947 -3.736 0.1 0.1 0.2
```
Forces are in eV/Å.

How is the electron density shared among the atoms? According to Mulliken, the charges in e are: 0.43, 0.32, 0.65, 0.53, -1.79, -0.05, -0.01, -0.23, -1.89, 0.55, 1.15, -0.90, -1.69, -0.23, -1.45, 0.43, 0.78, 2.25, -0.28, 0.47, 0.17, 1.86, 0.17, 0.51, 0.37, -1.68, -1.54, 0.38, 0.55, -1.02, -1.46, -1.66, 0.27, 0.44, -1.53, 0.24, -1.85, 0.38, 0.29, 0.19, 0.53, 0.47, 0.53, -0.97, 0.19, 0.29, 0.44, -0.94, 0.25, 0.14, 1.93, 0.27, 0.44, -2.17, -1.57, 0.23, 0.53, 2.34, 2.15, 0.24, -2.24, 0.43, -0.30, -0.06, -2.01, -0.18, 0.43, 0.43, 0.54, 0.48, -1.42, 0.23, 0.05, 1.96, 0.29, 0.22, 0.30, 0.36, 0.25, 0.95, -0.25, 0.52, -1.01, -1.00, -0.99, 0.29, 0.54, -1.21, 0.34, 0.67, 0.38, 0.39, 0.59, 0.19, 0.43, 0.44, 0.50

---

# 3
Molecular formula: C31H30AsF6N6S2Sn
Method: DFT, ωB97M-V/def2-TZVPD

Output
Multiplicity: 2
E_HOMO (alpha / beta) in hartree: -0.46730 / -0.47032
Net charge: +2
Orbital gap (alpha / beta) in eV: 6.92 / 5.96

Structure (XYZ):
```
77
Properties=species:S:1:pos:R:3:forces:R:3
C -2.189 -0.951 -6.962 0.0 0.0 0.1
C 2.971 -0.042 1.288 0.1 0.1 -0.1
H 0.387 1.889 5.697 0.0 0.0 0.0
C 4.343 -0.330 1.379 0.0 0.0 0.1
C 0.071 -0.467 -3.201 0.1 0.0 0.0
H 3.364 -0.140 4.084 0.0 0.0 0.0
H 1.885 2.620 1.073 0.0 0.0 0.0
H -0.882 2.529 -1.796 0.0 0.0 0.0
H -3.242 -0.931 -7.195 0.0 0.0 0.0
N 2.294 -0.049 0.152 0.0 -0.2 0.5
S 6.717 -0.428 2.820 0.1 0.0 0.0
N -1.808 -1.365 1.466 -0.1 -0.2 0.2
H 5.982 -1.181 -2.289 0.0 0.0 0.0
H -2.258 0.612 -1.616 0.0 0.0 0.0
H -2.273 -0.669 -4.784 0.0 0.0 0.0
Sn -0.092 -0.393 0.024 0.3 0.5 0.0
C -1.653 -0.804 -5.659 -0.1 0.0 0.0
C -0.397 0.312 4.470 0.0 0.0 0.0
N 0.303 2.035 -0.158 -0.2 0.1 -0.1
S 0.342 -1.124 -7.207 0.0 0.0 -0.1
H 2.418 0.208 2.184 0.0 0.0 0.0
C 4.295 -0.663 -1.018 0.0 0.0 -0.1
C 2.147 -0.495 -2.188 0.1 0.0 0.1
H -0.503 -2.223 2.842 0.0 0.0 0.0
C 0.218 1.538 4.688 0.0 0.0 0.0
C -1.248 -1.425 2.820 0.0 0.0 0.0
C 0.599 -0.760 -4.468 -0.1 0.0 0.0
F -0.890 -2.416 -1.169 0.0 -0.2 0.0
H 1.045 2.114 -0.843 0.0 -0.1 0.0
H 1.063 3.286 3.750 0.0 0.0 0.0
H -2.011 -1.668 3.564 0.0 0.0 0.0
F 1.109 -2.465 0.229 -0.4 -0.5 -0.1
F 1.305 -4.933 -0.079 0.1 0.0 0.0
C -0.286 -0.874 -5.629 0.1 0.0 0.1
H 2.440 -1.201 -5.475 0.0 0.0 0.0
H -2.997 0.265 2.021 0.0 0.0 0.0
C -1.215 -1.131 -7.896 0.0 0.0 0.0
C 1.968 -0.942 -4.534 0.1 0.0 0.0
H -1.001 -0.375 -3.078 0.0 0.0 0.0
C 5.375 -0.226 4.977 0.0 0.0 -0.1
C 0.600 2.319 3.607 0.0 0.0 0.0
H -3.909 -1.206 1.713 0.0 0.0 0.0
C -0.909 2.672 -0.713 0.1 0.0 0.0
H -4.250 0.344 -0.161 0.0 0.0 0.0
H -0.723 -0.306 5.295 0.0 0.0 0.0
C 0.794 2.614 1.103 0.0 0.0 0.0
F -0.736 -4.874 -1.574 0.0 0.0 -0.1
N -2.186 0.614 -0.602 -0.1 0.0 0.0
C 5.010 -0.306 2.683 0.0 0.0 -0.1
C 2.770 -0.825 -3.394 0.0 0.0 0.0
H -3.047 2.562 -0.525 0.0 0.0 0.0
N -0.207 0.650 2.133 0.1 0.1 0.1
F -0.800 -3.944 0.714 0.0 0.1 0.0
N 0.810 -0.322 -2.114 -0.2 0.1 -0.3
C -0.597 -0.106 3.169 0.0 0.0 -0.1
H 5.122 -0.167 6.025 0.0 0.0 0.0
H 4.662 -1.302 -4.352 0.0 0.0 0.0
C -2.166 2.026 -0.164 0.0 -0.1 -0.1
H -1.335 -1.270 -8.959 0.0 0.0 0.0
H 0.477 3.655 1.204 0.0 0.0 0.0
H -2.181 2.057 0.925 0.0 0.0 0.0
H -3.375 -1.096 -0.693 0.0 0.0 0.0
C 2.926 -0.385 -0.988 -0.1 0.0 -0.1
C 4.432 -0.204 3.921 0.0 0.0 0.1
C 4.992 -0.629 0.195 0.1 -0.1 0.0
H 7.561 -0.385 5.097 0.0 0.0 0.0
As 0.216 -3.796 -0.689 0.0 0.2 0.4
H -0.920 3.748 -0.529 0.0 0.0 0.0
C -3.307 -0.199 -0.075 0.0 0.0 0.0
C 4.917 -0.987 -2.276 0.0 0.0 0.1
H -1.929 -2.316 1.123 0.1 0.0 -0.1
C 4.192 -1.055 -3.408 -0.1 0.0 0.0
C 0.370 1.837 2.329 -0.1 0.0 0.0
F 1.201 -3.388 -2.019 0.1 0.1 -0.2
C -3.064 -0.607 1.368 0.0 -0.1 -0.1
C 6.652 -0.343 4.519 0.0 0.0 0.0
H 6.049 -0.869 0.195 0.0 0.0 0.0
```
Forces are in eV/Å.

How is the electron density shared among the atoms? According to Mulliken, the charges in e are: -0.64, -0.25, 0.49, 0.32, -0.16, 0.41, 0.48, 0.47, 0.40, 0.62, -0.17, -0.26, 0.49, 0.32, 0.37, 1.75, -0.29, -1.19, -0.29, -0.17, -0.11, 0.55, -0.25, 0.39, -0.69, -1.34, 0.59, -0.50, 0.38, 0.59, 0.54, -0.61, -0.44, 0.35, 0.47, 0.40, -0.35, -0.96, -0.11, -0.63, -1.04, 0.48, -1.01, 0.45, 0.59, -1.80, -0.45, -0.26, 0.31, 0.68, 0.58, 1.21, -0.56, 0.69, 0.66, 0.40, 0.51, -0.64, 0.47, 0.61, 0.31, 0.39, -0.35, -0.21, -0.87, 0.46, 2.26, 0.42, -0.93, -1.18, 0.39, -1.18, 0.70, -0.46, -0.72, -0.37, 0.49

---

# 4
Molecular formula: C4H6O
Method: DFT, ωB97M-V/def2-TZVPD

Output
E_HOMO in hartree: -0.34608
ΔE to the lowest compared entry with this formula, charge and spin in kJ/mol: 185.8
Net charge: 0
Orbital gap in eV: 10.47

Structure (XYZ):
```
11
Properties=species:S:1:pos:R:3:forces:R:3
H -1.740 0.141 -2.154 0.0 -0.1 0.1
C -0.678 -0.846 -0.651 0.0 0.1 0.1
H 0.609 1.812 1.598 0.1 -0.1 -0.1
H 2.175 1.019 1.272 -0.1 0.0 -0.1
C -1.759 -0.560 -1.323 0.1 0.0 0.1
O 0.495 -0.189 1.236 0.0 -0.1 0.1
C 1.116 1.060 0.988 0.2 0.3 0.0
C 0.352 -1.008 0.139 -0.2 -0.1 -0.2
H 1.111 -1.780 0.011 -0.2 0.1 0.0
H 1.035 1.346 -0.068 0.0 -0.1 0.2
H -2.715 -0.996 -1.046 0.1 0.0 -0.1
```
Forces are in eV/Å.

How is the electron density shared among the atoms? According to Mulliken, the charges in e are: 0.24, 0.31, 0.22, 0.22, -0.64, -0.33, -0.57, -0.32, 0.33, 0.31, 0.23

---

# 5
Molecular formula: C5H7NO
Method: DFT, ωB97M-V/def2-TZVPD

Output
E_HOMO in hartree: -0.27318
ΔE to the lowest compared entry with this formula, charge and spin in kJ/mol: 440.7
Net charge: 0
Orbital gap in eV: 8.31

Structure (XYZ):
```
14
Properties=species:S:1:pos:R:3:forces:R:3
C 0.983 0.304 1.156 -0.6 -0.3 0.1
C 0.347 -0.956 -0.762 0.1 -0.2 0.0
N 0.871 0.335 -0.217 0.3 0.1 0.1
H 1.118 1.296 1.604 -0.5 -0.4 0.0
C -0.398 1.016 -0.613 0.0 0.2 0.0
H 0.707 -1.103 -1.784 -0.2 0.0 0.1
C -1.457 -0.659 0.890 0.9 0.6 0.1
C -1.060 -0.366 -0.593 -0.3 -0.1 0.0
O -0.553 -0.277 1.728 0.8 -0.1 -0.5
H -0.270 1.514 -1.578 -0.2 -0.2 0.1
H 1.751 -0.402 1.501 -0.7 0.0 0.1
H -1.857 -0.613 -1.297 0.1 0.0 0.3
H 0.565 -1.846 -0.155 0.1 0.2 -0.1
H -0.779 1.726 0.135 0.1 -0.1 -0.2
```
Forces are in eV/Å.

How is the electron density shared among the atoms? According to Mulliken, the charges in e are: -0.16, -0.64, -0.26, 0.28, -0.68, 0.27, -0.50, 0.26, -0.17, 0.28, 0.28, 0.48, 0.28, 0.29